# 1
# C4H13N3O

A cluster of 2 separate species, C4H13N3O in total at a distorted geometry (ωB97M-V/def2-TZVPD, OMol25).

```
21
Properties=species:S:1:pos:R:3:forces:R:3:nbo_charge:R:1
C -2.182 0.488 1.204 0.3 -0.1 -0.1 -0.637
C -1.157 0.324 0.123 -1.1 0.9 -1.2 -0.039
N -1.206 -0.924 -0.589 0.4 -0.3 0.3 -0.857
C -0.512 1.375 -0.451 0.6 -0.7 1.6 0.414
N 0.520 1.153 -1.349 1.2 -1.1 0.6 -0.938
O -0.644 2.629 0.129 -0.1 0.1 -0.4 -0.700
H -3.201 0.454 0.801 0.0 0.0 0.0 0.198
H -2.095 -0.321 1.932 0.0 0.0 0.1 0.204
H -2.052 1.443 1.703 0.0 0.0 0.1 0.235
H -0.824 -0.805 -1.522 -0.1 0.0 0.0 0.381
H -2.159 -1.266 -0.653 0.1 0.1 0.0 0.359
H 0.921 2.017 -1.696 0.1 -0.3 -0.1 0.355
H 1.298 0.401 -0.805 -1.4 1.8 -1.4 0.434
H 0.027 3.214 -0.243 0.0 -0.2 0.1 0.471
C 1.955 -1.983 -0.044 -0.1 -0.1 0.1 -0.414
N 1.835 -0.559 0.266 -0.9 0.1 0.8 -0.838
H 1.024 -2.301 -0.509 0.1 -0.1 -0.1 0.225
H 2.112 -2.597 0.850 0.0 0.0 -0.1 0.178
H 2.787 -2.142 -0.729 0.0 0.0 0.0 0.189
H 2.631 -0.235 0.811 -0.4 0.0 0.0 0.375
H 0.923 -0.365 0.771 1.4 -0.3 -0.4 0.407
```
Positions in Å, forces in eV/Å.

Calculated values
Charge: 0
DFT total energy, a.u.: -399.6637
E_LUMO, Eh: 0.02987
Orbital gap, eV: 7.452
Structure (SMILES): C/C(N)=C(/N)O.CN
HOMO energy, eV: -6.6
F_max, eV/Å: 2.7
Relative energy (zero: lowest compared OMol25 entry of this formula, charge and spin), eV: 2.273

---

# 2
# C4H13N3O

A cluster of 3 separate species, C4H13N3O in total at a distorted geometry (ωB97M-V/def2-TZVPD, OMol25).

```
21
Properties=species:S:1:pos:R:3:forces:R:3:nbo_charge:R:1
C -1.385 1.167 -0.417 2.2 -0.3 -1.3 0.088
N -0.907 1.965 0.704 0.0 0.1 0.4 -0.890
O -2.169 0.146 -0.012 0.4 -2.2 1.1 -0.701
H -1.483 -0.648 0.265 -2.0 2.1 -1.1 0.447
H -0.436 2.808 0.397 -0.1 0.0 0.0 0.362
H -1.682 2.222 1.308 0.0 0.1 -0.1 0.369
H -1.862 1.731 -1.232 -0.2 0.0 0.3 0.147
H -0.437 0.655 -0.872 -1.6 1.5 0.6 0.175
C 0.783 -0.622 -1.144 -0.1 -2.2 0.8 -0.369
C 1.945 0.289 -0.871 -0.1 0.0 0.4 -0.667
C -0.205 -1.485 0.699 2.2 0.0 -0.6 0.358
N 0.307 -0.744 1.723 0.0 0.0 -0.1 -0.859
N -0.372 -2.736 0.786 -0.7 0.5 -0.2 -0.721
H 0.137 0.252 1.712 0.0 0.1 -0.1 0.426
H 0.406 -1.206 2.617 -0.2 0.0 -0.1 0.391
H -0.737 -3.178 -0.052 0.3 0.0 -0.1 0.361
H 0.259 -0.486 -2.087 -0.4 0.3 0.3 0.207
H 1.050 -1.670 -1.123 0.4 0.0 -0.1 0.207
H 2.334 0.138 0.137 -0.1 0.0 -0.1 0.234
H 2.764 0.062 -1.564 -0.2 0.0 0.0 0.228
H 1.689 1.341 -0.976 0.0 0.1 0.0 0.206
```
Positions in Å, forces in eV/Å.

Calculated values
Charge: 0
DFT total energy, a.u.: -399.5603
E_LUMO (spin up / spin down), Eh: -0.00671 / -0.00667
Orbital gap (spin up / spin down), eV: 8.328 / 8.330
HOMO energy (spin up / spin down), eV: -8.5 / -8.5
F_max, eV/Å: 3.1
Relative energy (zero: lowest compared OMol25 entry of this formula, charge and spin), eV: 5.087